Record 1
Formula: C9H8N2O
Source: OMol25
Level of theory: wB97M-V/def2-TZVPD

Properties
E_HOMO	-8.2	eV
lowest unoccupied orbital energy	0.8499	eV
SMILES string	O=c1[nH]ccn1-c1ccccc1

Geometry as ORCA input:
```
! wB97M-V def2-TZVPD RIJCOSX def2/J DEFGRID3
* xyz 0 1
C -1.951 0.884 0.404
C -2.909 -0.920 -0.510
C -1.639 -1.261 -0.405
C 0.338 0.059 0.170
C 0.940 1.073 -0.568
C 2.344 1.208 -0.651
C 3.123 0.202 -0.102
C 2.503 -0.748 0.689
C 1.145 -0.809 0.820
H -3.904 0.779 0.357
H -3.819 -1.439 -0.790
H -1.092 -2.151 -0.562
H 0.257 1.889 -1.060
H 2.734 1.944 -1.305
H 4.178 0.080 -0.288
H 3.085 -1.481 1.280
H 0.646 -1.529 1.508
N -3.099 0.365 -0.069
N -1.004 -0.112 0.132
O -1.875 1.966 0.950
*
```



Record 2
Formula: C2H6O2
Source: OMol25
Level of theory: wB97M-V/def2-TZVPD

Properties
E_HOMO	-9.6	eV
lowest unoccupied orbital energy	0.8209	eV
SMILES string	COCO

Geometry as ORCA input:
```
! wB97M-V def2-TZVPD RIJCOSX def2/J DEFGRID3
* xyz 0 1
C 1.134 0.513 -0.524
C -0.781 -0.320 0.728
H 2.195 0.563 -0.077
H 0.618 1.379 -0.786
H 1.267 -0.161 -1.135
H -1.112 -1.454 1.251
H -1.185 0.356 1.490
H -1.341 -0.718 -1.145
O 0.641 -0.140 0.665
O -1.434 -0.017 -0.466
*
```



Record 3
Formula: C37H40OP2Zn
Source: OMol25
Level of theory: wB97M-V/def2-TZVPD

Properties
E_HOMO (spin up / spin down)	-5.5 / -6.3	eV
lowest unoccupied orbital energy (spin up / spin down)	-0.3219 / 0.5911	eV

Geometry as ORCA input:
```
! wB97M-V def2-TZVPD RIJCOSX def2/J DEFGRID3
* xyz 0 1
Zn 1.679 -0.752 1.156
C -2.072 0.001 6.147
C -1.956 -0.117 4.827
C -2.658 0.828 3.871
C -1.763 1.867 3.189
C -0.880 2.668 4.121
C -1.159 2.987 5.392
C -2.375 2.647 6.187
C -2.449 1.235 6.910
C 2.298 -0.870 3.093
H -1.941 -0.868 6.799
H -1.472 -1.005 4.379
H -3.481 1.360 4.357
H -3.054 0.200 3.066
H -1.049 1.428 2.479
H -2.347 2.518 2.519
H 0.110 2.982 3.726
H -0.461 3.603 5.964
H -3.268 2.680 5.559
H -2.546 3.393 6.979
H -1.937 1.294 7.905
H -3.534 1.073 7.147
H 2.295 -1.950 3.349
H 1.405 -0.447 3.575
H 3.165 -0.349 3.546
P 0.102 -2.153 -2.941
P 1.978 0.348 -3.320
C -0.587 -0.608 -3.585
C 0.244 0.451 -3.832
C -0.691 -3.279 -4.184
C -1.831 -2.989 -4.958
C -2.333 -3.942 -5.850
C -1.708 -5.174 -6.011
C -0.555 -5.449 -5.273
C -0.040 -4.512 -4.380
C -0.990 -2.300 -1.461
C -0.728 -1.416 -0.397
C -1.487 -1.480 0.763
C -2.522 -2.420 0.871
C -2.790 -3.291 -0.192
C -2.017 -3.241 -1.355
C 2.634 1.036 -4.935
C 2.502 0.250 -6.101
C 2.924 0.737 -7.340
C 3.473 2.022 -7.451
C 3.602 2.802 -6.302
C 3.197 2.314 -5.057
C 2.033 1.835 -2.255
C 3.202 1.952 -1.479
C 3.403 3.076 -0.688
C 2.429 4.084 -0.644
C 1.254 3.949 -1.386
C 1.039 2.817 -2.173
H -1.676 -0.557 -3.755
H -0.085 1.358 -4.371
H -2.337 -2.027 -4.888
H -3.232 -3.705 -6.430
H -2.120 -5.921 -6.701
H -0.048 -6.407 -5.398
H 0.878 -4.723 -3.823
H 0.073 -0.663 -0.509
H -1.252 -0.821 1.605
H -3.103 -2.467 1.789
H -3.604 -4.011 -0.121
H -2.230 -3.913 -2.189
H 2.046 -0.741 -6.039
H 2.821 0.121 -8.237
H 3.798 2.405 -8.423
H 4.019 3.811 -6.374
H 3.299 2.948 -4.173
H 3.949 1.153 -1.518
H 4.323 3.170 -0.117
H 2.589 4.964 -0.030
H 0.491 4.733 -1.357
H 0.104 2.713 -2.730
C 0.725 -0.952 8.495
C 0.932 0.292 7.809
O 1.331 1.182 7.176
H 1.360 -1.738 7.972
H -0.365 -1.210 8.441
H 1.027 -0.819 9.569
*
```



Record 4
Formula: C34H56N5O2S2SbSi3V
Source: OMol25
Level of theory: wB97M-V/def2-TZVPD

Properties
E_HOMO (spin up / spin down)	-6.2 / -6.2	eV
lowest unoccupied orbital energy (spin up / spin down)	-0.9703 / -1.1765	eV
⟨S²⟩	0.7985

Geometry as ORCA input:
```
! wB97M-V def2-TZVPD RIJCOSX def2/J DEFGRID3
* xyz 0 2
V 0.101 -0.262 1.227
C 4.731 2.859 1.668
S 4.443 2.394 3.386
C 2.760 1.878 3.419
S 2.214 1.564 5.004
N 2.142 1.811 2.257
N 0.846 1.334 2.309
C 0.023 1.894 3.117
C -1.207 1.167 3.410
C -2.083 1.588 4.395
C -3.142 0.761 4.738
C -3.278 -0.456 4.094
C -2.379 -0.789 3.093
N -1.374 0.008 2.731
H 5.482 3.648 1.670
H 3.813 3.243 1.232
H 5.093 2.023 1.070
H 0.272 2.802 3.650
H -1.911 2.530 4.897
H -3.838 1.058 5.511
H -4.073 -1.145 4.342
H -2.457 -1.716 2.552
C 1.323 -2.927 -1.685
Sb -0.255 -1.453 -1.418
C -1.371 -2.274 0.106
C -2.738 -1.678 0.029
C -3.878 -2.226 0.637
C -5.113 -1.625 0.460
C -5.216 -0.484 -0.315
C -4.050 -0.005 -0.896
N -2.869 -0.578 -0.732
Si -1.289 -4.016 0.817
C 0.350 -4.939 0.923
C -2.390 -5.082 -0.274
C -1.851 -4.183 2.622
C 0.574 1.583 -2.330
C -0.494 2.102 -1.487
C -1.286 3.191 -1.955
C -2.295 3.760 -1.227
C -2.566 3.216 0.027
C -1.787 2.163 0.434
N -0.761 1.608 -0.243
Si 0.081 0.947 -3.978
C 0.975 -0.673 -4.444
C 0.406 2.055 -5.489
C -1.789 0.680 -4.127
Si 2.039 2.676 -2.406
C 1.821 4.383 -3.213
C 2.713 3.132 -0.691
C 3.444 1.811 -3.328
H 0.891 -3.922 -1.782
H 2.108 -2.938 -0.930
H 1.779 -2.658 -2.639
H -3.812 -3.125 1.230
H -5.992 -2.058 0.923
H -6.162 0.012 -0.483
H -4.063 0.878 -1.527
H 1.060 -4.831 0.109
H 0.059 -5.994 0.958
H 0.859 -4.735 1.866
H -1.921 -5.200 -1.255
H -3.379 -4.654 -0.439
H -2.517 -6.080 0.155
H -1.223 -3.579 3.282
H -1.685 -5.228 2.900
H -2.894 -3.960 2.848
H -1.043 3.568 -2.939
H -2.864 4.593 -1.621
H -3.361 3.576 0.665
H -2.040 1.714 1.377
H 1.792 -0.877 -3.745
H 1.407 -0.602 -5.445
H 0.308 -1.539 -4.450
H 1.451 2.356 -5.589
H -0.196 2.968 -5.439
H 0.128 1.528 -6.406
H -2.221 0.026 -3.369
H -2.022 0.261 -5.111
H -2.305 1.642 -4.054
H 1.176 5.012 -2.592
H 1.383 4.335 -4.210
H 2.784 4.897 -3.293
H 1.982 2.950 0.102
H 2.994 4.187 -0.658
H 3.608 2.553 -0.451
H 3.182 1.547 -4.355
H 3.732 0.886 -2.818
H 4.324 2.458 -3.367
C 2.782 0.315 -0.459
O 2.048 -0.619 0.375
C 2.920 -1.242 1.330
C 2.111 -2.363 1.904
O 0.898 -1.810 2.457
C 0.936 -1.779 3.903
H 3.211 1.084 0.179
H 2.061 0.743 -1.163
H 3.552 -0.251 -0.989
H 3.230 -0.504 2.076
H 3.803 -1.624 0.811
H 2.645 -2.923 2.670
H 1.809 -3.036 1.109
H 1.719 -1.107 4.252
H 1.086 -2.798 4.262
H -0.023 -1.408 4.248
*
```



Record 5
Formula: C17H12BrN3OSn
Source: OMol25
Level of theory: wB97M-V/def2-TZVPD

Properties
E_HOMO	-20.2	eV
lowest unoccupied orbital energy	-17.4611	eV

Geometry as ORCA input:
```
! wB97M-V def2-TZVPD RIJCOSX def2/J DEFGRID3
* xyz 4 1
Sn 0.845 1.045 0.000
O 6.871 3.743 0.000
C 5.713 3.162 -0.001
C 5.480 1.764 -0.001
C 4.193 1.314 -0.001
N 3.113 2.134 -0.002
C 3.339 3.445 -0.001
Br 1.766 4.503 0.000
C 4.576 4.010 -0.001
H 7.669 3.189 -0.001
H 6.309 1.068 0.000
H 3.987 0.248 0.001
H 4.723 5.082 -0.001
C -4.695 1.368 -0.054
C -3.315 1.579 0.002
N -2.398 0.569 -0.019
C -2.774 -0.672 0.025
C -4.187 -1.008 0.058
C -5.130 0.070 0.033
C -4.525 -2.331 -0.020
C -3.534 -3.388 0.031
C -2.179 -3.127 -0.045
C -1.189 -4.150 -0.032
C 0.141 -3.791 0.026
C 0.446 -2.437 0.002
N -0.483 -1.435 0.011
C -1.758 -1.755 -0.031
H -5.380 2.206 -0.100
H -2.946 2.597 0.084
H -6.193 -0.137 0.128
H -5.571 -2.585 -0.186
H -3.859 -4.420 0.156
H -1.470 -5.199 -0.085
H 0.927 -4.534 0.061
H 1.487 -2.127 -0.038
*
```



Record 6
Formula: C2H3BrINO
Source: OMol25
Level of theory: wB97M-V/def2-TZVPD

Properties
E_HOMO	-9.2	eV
lowest unoccupied orbital energy	-1.6242	eV

Geometry as ORCA input:
```
! wB97M-V def2-TZVPD RIJCOSX def2/J DEFGRID3
* xyz 0 1
C 0.100 0.237 0.043
C -1.289 -0.231 -0.098
N 0.380 1.496 -0.104
O 0.824 -0.863 0.275
Br 2.137 1.973 0.092
I 2.767 -1.400 -0.011
H -1.565 -0.804 0.742
H -1.279 -1.024 -0.883
H -2.076 0.615 -0.056
*
```